Entry 1:
Density functional theory data (the ωB97M-V functional and the def2-TZVPD basis) for a 2-piece molecular cluster, C4H14N3O overall in a non-equilibrium geometry.

Geometry (Å):
O1 2.006 0.623 2.059
N1 2.348 0.588 -0.842
N2 0.395 -0.441 0.041
N3 0.796 -0.380 -2.221
C1 -2.303 0.553 0.931
C2 -0.849 -1.172 -0.190
C3 -2.005 -0.126 -0.381
C4 1.161 -0.057 -0.963
H1 0.651 -0.126 0.961
H2 2.585 0.706 0.140
H3 2.392 -0.023 2.657
H4 1.428 -0.037 -2.926
H5 -1.012 -1.686 0.773
H6 -2.933 -0.529 -0.783
H7 0.279 -1.196 -2.494
H8 -0.814 -2.012 -0.882
H9 -3.223 1.141 0.932
H10 2.222 1.375 2.628
H11 -1.407 1.022 1.360
H12 -2.562 -0.253 1.644
H13 -1.581 0.558 -1.118
H14 2.426 1.472 -1.326

## Properties
LUMO level, eV: -2.85
Net charge: +1
E_tot, eV: -10887.57624
HOMO-LUMO gap, eV: 11.515
HOMO energy, eV: -14.36

Entry 2:
Density functional theory data (the ωB97M-V functional and the def2-TZVPD basis) for a 2-piece molecular cluster, C10H16 overall in a non-equilibrium geometry.

Geometry (Å):
C1 -1.056 -1.951 -0.538
C2 2.075 1.930 -1.852
C3 -1.212 -1.078 2.111
C4 -0.001 -1.551 1.629
C5 1.187 -1.687 2.508
C6 -2.246 -0.864 1.244
C7 0.048 -1.994 0.242
C8 0.635 1.527 -1.393
C9 -0.439 2.591 -1.535
C10 -2.176 -1.248 -0.080
H1 2.154 -1.376 2.262
H2 2.603 2.540 -1.112
H3 1.189 -1.175 3.438
H4 0.706 1.326 -0.306
H5 1.438 -2.737 2.797
H6 -1.360 2.471 -0.887
H7 2.825 1.103 -1.993
H8 1.943 2.543 -2.801
H9 -0.945 2.414 -2.550
H10 -1.150 -2.353 -1.525
H11 -1.323 -0.625 3.087
H12 -2.948 -0.968 -0.851
H13 0.884 -2.530 -0.090
H14 -3.109 -0.431 1.684
H15 -0.040 3.591 -1.583
H16 0.318 0.533 -1.907

## Properties
LUMO level, eV: 0.94
Net charge: 0
E_tot, eV: -10628.28221
HOMO-LUMO gap, eV: 9.773
Structure (SMILES): Cc1ccccc1.CCC
HOMO energy, eV: -8.83

Entry 3:
Density functional theory data (the ωB97M-V functional and the def2-TZVPD basis) for a 2-piece molecular cluster, C3H3BrO overall in a non-equilibrium geometry.

Geometry (Å):
Br1 4.652 0.739 -0.331
O1 -0.437 1.345 -1.704
C1 -1.691 -1.124 0.761
C2 -1.367 -0.216 -0.165
C3 -0.878 0.773 -0.829
H1 -2.175 -2.064 0.519
H2 3.416 1.535 -0.145
H3 -1.519 -0.989 1.894

## Properties
LUMO level, eV: -0.65
Net charge: 0
E_tot, eV: -75246.54813
HOMO-LUMO gap, eV: 8.270
Structure (SMILES): C=C=C=O.Br
HOMO energy, eV: -8.92